1.
C6H20FHfN10O8 as an isolated structure. Source: the OMol25 dataset; level of theory: the ωB97M-V functional and the def2-TZVPD basis.

Element x y z (Å)
Hf1 0.6132 -0.0134 -0.0680
F1 -2.0401 2.6481 0.7467
C1 3.8831 -2.5582 -0.8089
O1 3.4004 -2.4606 0.3456
O2 2.8349 -2.6631 -1.4274
O3 4.0275 -1.2980 -0.8945
C2 -2.2152 -0.7305 -5.3114
O4 -1.6190 -0.1798 -4.3717
N1 -1.7087 -0.9475 -6.4781
N2 -3.4262 -1.0964 -5.1965
H1 -0.7040 -0.9481 -6.5819
H2 -2.3241 -1.3529 -7.1689
H3 -3.7821 -1.5564 -6.0222
H4 -4.0921 -0.8471 -4.4792
C3 -0.8242 -3.0084 5.1774
O5 -0.6848 -2.2215 4.2836
N3 -0.0608 -4.0444 5.2864
N4 -1.7460 -2.8454 6.0908
H5 -0.1244 -4.7437 6.0124
H6 0.6265 -4.1731 4.5576
H7 -1.6655 -3.2997 6.9893
H8 -2.3961 -2.0733 6.0549
C4 2.7936 4.8974 -3.1949
O6 2.2518 4.1445 -2.3897
N5 3.3734 5.9676 -2.6340
N6 2.9046 4.7552 -4.3941
H9 3.3003 6.0310 -1.6286
H10 3.5574 6.8452 -3.0988
H11 3.6682 5.3064 -4.7593
H12 2.3449 4.0216 -4.8046
C5 -3.9981 -4.0592 -0.2813
O7 -3.3151 -3.0710 -0.2552
N7 -3.5548 -5.2626 -0.4749
N8 -5.2525 -4.1462 -0.2826
H13 -2.5799 -5.3953 -0.2465
H14 -4.2259 -6.0168 -0.5041
H15 -5.7378 -3.2608 -0.2595
H16 -5.5319 -5.1165 -0.2625
C6 2.9051 3.9088 3.9230
O8 2.7065 2.8582 3.2865
N9 4.0855 4.4399 3.9741
N10 2.0293 4.4863 4.6147
H17 4.7392 4.0181 3.3300
H18 4.1166 5.4121 4.2462
H19 2.3528 5.3112 5.0995
H20 1.0948 4.3385 4.2612

The charge is +1.

***

2.
C4H7NO as an isolated structure. Source: the OMol25 dataset; level of theory: the ωB97M-V functional and the def2-TZVPD basis.

Element x y z (Å)
C1 2.0992 0.5378 0.4763
N1 1.3288 -0.9878 -0.4351
C2 0.1361 -0.6226 -0.3513
C3 -1.3438 -0.9342 -0.6138
C4 -1.5736 0.4091 0.0829
O1 -0.1735 0.5755 0.2430
H1 1.6866 1.4908 0.9219
H2 2.7073 0.7693 -0.3763
H3 2.4988 -0.0796 1.2611
H4 -1.7262 -1.8020 -0.0789
H5 -1.6213 -0.9568 -1.6663
H6 -1.9664 1.2234 -0.5272
H7 -2.0518 0.3771 1.0637

The charge is 0.

***

3.
A 2-piece molecular cluster, CH3N2OP overall. Source: the OMol25 dataset; level of theory: the ωB97M-V functional and the def2-TZVPD basis.

Element x y z (Å)
C1 -1.6296 2.2745 1.6531
N1 -1.9087 3.3610 1.4996
N2 0.9890 -1.5760 -1.5549
O1 0.6245 -0.8999 0.8202
P1 0.3319 -0.4393 -0.5257
H1 1.3588 -1.5917 -2.4874
H2 1.5024 -2.3568 -0.9952
H3 -1.2683 1.2282 1.5903

The charge is 0. As for the SMILES: NP=O.C#N.

***

4.
A 5-piece molecular cluster, C36H70N6O9P overall. Source: the OMol25 dataset; level of theory: the ωB97M-V functional and the def2-TZVPD basis.

Element x y z (Å)
C1 -4.1159 6.8649 -3.3202
C2 -5.3223 6.4573 -2.9336
C3 -5.7002 5.1777 -2.2185
C4 -5.3463 4.9569 -0.7164
P1 -5.3276 6.6770 0.0015
N1 -6.6862 7.4332 -0.3111
C5 -4.0638 4.0598 -0.4930
C6 -3.0518 3.9809 -1.6816
C7 -2.6331 2.5903 -2.1997
C8 -3.6379 1.9970 -3.1596
C9 -3.7738 2.5746 -4.4228
C10 -4.6889 2.0968 -5.3477
C11 -5.5099 1.0283 -5.0095
C12 -5.3868 0.4442 -3.7585
C13 -4.4608 0.9180 -2.8392
C14 -3.2618 4.5436 0.7387
C15 -2.2564 3.5546 1.2815
O1 -1.1295 3.4361 0.8625
O2 -2.6667 2.8174 2.3227
C16 -4.7032 2.6711 -0.2767
O3 -4.1442 1.7119 0.1697
N2 -6.0818 2.7087 -0.6387
C17 -6.4646 4.0258 -0.0650
C18 -7.9380 4.4187 -0.2865
C19 -8.8578 3.2468 -0.6590
C20 -6.3468 3.8077 1.5121
O4 -5.9401 4.7811 2.1872
O5 -6.7261 2.7134 1.9147
H1 -3.9778 7.6480 -4.0527
H2 -3.2099 6.4458 -2.9031
H3 -6.1597 7.1086 -3.1586
H4 -6.7751 5.0884 -2.3363
H5 -5.2614 4.3609 -2.7903
H6 -4.1849 7.3109 -0.5302
H7 -5.0775 6.5923 1.3593
H8 -6.5264 8.2735 -0.8528
H9 -3.3949 4.5254 -2.5520
H10 -2.1287 4.4625 -1.3614
H11 -1.7188 2.7587 -2.7742
H12 -2.3664 1.9089 -1.3980
H13 -3.1418 3.4149 -4.6857
H14 -4.7628 2.5558 -6.3237
H15 -6.2206 0.6514 -5.7319
H16 -6.0174 -0.3979 -3.5076
H17 -4.3793 0.4475 -1.8703
H18 -3.9458 4.7734 1.5517
H19 -2.7261 5.4571 0.4840
H20 -3.5829 3.0373 2.5538
H21 -6.1744 2.6852 -1.6517
H22 -8.0441 5.2497 -0.9760
H23 -8.2888 4.7942 0.6731
H24 -9.7472 3.6547 -1.1439
H25 -9.1997 2.7447 0.2417
H26 -8.3886 2.5300 -1.3241
C21 2.5741 0.6700 2.9325
C22 3.5592 0.7732 1.7724
C23 3.0599 1.6016 0.5835
O6 2.1067 0.9476 -0.2282
C24 0.7689 0.9763 0.2689
N3 3.9576 -0.5776 1.3555
H27 1.7772 -0.0430 2.7251
H28 3.0882 0.3263 3.8312
H29 2.1175 1.6362 3.1516
H30 4.4540 1.2807 2.1472
H31 3.9160 1.7881 -0.0698
H32 2.6796 2.5785 0.9083
H33 0.5500 1.9055 0.7900
H34 0.5749 0.1257 0.9271
H35 0.1020 0.8942 -0.5882
H36 4.6965 -0.4984 0.6605
H37 3.1747 -0.9796 0.8453
C25 6.2441 -1.0748 -3.0792
C26 4.8559 -1.2147 -2.4602
C27 3.9070 -2.1125 -3.2645
O7 3.3779 -1.5265 -4.4372
C28 4.2253 -1.5469 -5.5657
N4 4.2996 0.1190 -2.2229
H38 6.2419 -0.3782 -3.9176
H39 6.9438 -0.6858 -2.3397
H40 6.6243 -2.0366 -3.4303
H41 4.9813 -1.6985 -1.4851
H42 3.0391 -2.3322 -2.6383
H43 4.3854 -3.0724 -3.5064
H44 4.8311 -2.4587 -5.5940
H45 4.8852 -0.6759 -5.5971
H46 3.5899 -1.5211 -6.4508
H47 3.4271 0.0355 -1.7022
H48 4.0134 0.4956 -3.1228
C29 7.2585 -3.8232 4.3243
C30 6.1928 -2.9690 3.6422
C31 4.9832 -2.6477 4.5302
O8 4.0687 -3.7107 4.7167
C32 4.4347 -4.6721 5.6790
N5 5.8177 -3.6077 2.3798
H49 6.9681 -4.8737 4.3576
H50 8.1942 -3.7660 3.7680
H51 7.4497 -3.4832 5.3450
H52 6.6472 -2.0033 3.3991
H53 4.4092 -1.8606 4.0370
H54 5.3090 -2.2580 5.5058
H55 4.9684 -4.2297 6.5267
H56 5.0549 -5.4527 5.2320
H57 3.5180 -5.1330 6.0492
H58 5.1936 -2.9758 1.8822
H59 5.2469 -4.4230 2.5932
C33 4.0461 -8.0277 0.9749
C34 4.2242 -8.3288 2.4599
C35 3.0693 -9.1262 3.0793
O9 1.8950 -8.3833 3.3268
C36 1.0504 -8.1787 2.2105
N6 4.4762 -7.0719 3.1676
H60 3.3462 -7.2089 0.8105
H61 4.9987 -7.7277 0.5394
H62 3.6851 -8.9037 0.4319
H63 5.1184 -8.9519 2.5632
H64 3.3930 -9.4816 4.0613
H65 2.8378 -10.0136 2.4734
H66 1.0591 -9.0448 1.5413
H67 1.3284 -7.2845 1.6483
H68 0.0391 -8.0380 2.5896
H69 4.7154 -7.2726 4.1337
H70 3.5972 -6.5627 3.2286

The charge is -1.

***

The following Kohn-Sham gap values (in eV) correspond, in order, to the records above: 3.7, 10.6, 10.6, 7.4.
The following F_max values (in eV/Å) correspond, in order, to the records above: 11.09, 2.71, 3.46, 0.96.
The following energy relative to the best compared isomer or geometry (same formula, charge and spin) values (in kcal/mol) correspond, in order, to the records above: 619.0, 100.8, 8.7, 0.0.